{
  "formula": "C31H48AlCl3N4O4Si",
  "method": "wB97M-V/def2-TZVPD",
  "species": ["C", "C", "H", "H", "H", "C", "C", "H", "H", "H", "H", "Al", "Cl", "Cl", "C", "O", "N", "C", "C", "H", "H", "H", "H", "H", "H", "H", "H", "H", "C", "C", "N", "H", "C", "O", "H", "H", "H", "H", "O", "C", "C", "C", "H", "C", "H", "C", "H", "C", "C", "H", "H", "H", "Si", "Cl", "C", "C", "C", "H", "H", "H", "H", "H", "H", "H", "H", "H", "C", "N", "N", "C", "O", "C", "C", "C", "C", "C", "C", "C", "C", "C", "H", "H", "H", "H", "H", "H", "H", "H", "H", "H", "H", "H"],
  "coordinates": [[-1.37578, 1.88547, -4.09186], [-1.51382, 0.39524, -4.04750], [-0.94283, 2.21943, -5.04088], [-0.72820, 2.21962, -3.26822], [-2.35319, 2.38142, -3.96510], [-1.36333, -0.41396, -5.10259], [-1.05974, 0.03820, -6.49173], [-1.46754, -1.49607, -4.97707], [-0.75948, 1.09189, -6.54568], [-1.93417, -0.10252, -7.14391], [-0.24482, -0.57271, -6.90434], [-0.31282, 0.32042, -0.09407], [-2.41157, 1.05805, 0.30058], [0.94199, 2.09338, -0.05992], [-1.86836, -2.12269, 0.38939], [-0.79514, -1.50996, 0.17519], [-1.87706, -3.42131, 0.69044], [-0.61105, -4.14488, 0.80243], [-3.10167, -4.21187, 0.71592], [-2.82652, -1.58423, 0.32516], [0.19824, -3.42498, 0.93582], [-0.42546, -4.74065, -0.10129], [-0.67624, -4.81264, 1.66580], [-3.95701, -3.53595, 0.62711], [-3.15899, -4.76484, 1.66161], [-3.12459, -4.92571, -0.11906], [1.46995, 0.67348, -3.58996], [1.51178, -2.07856, -4.22845], [2.29668, 0.39121, -2.91840], [2.38677, -1.99646, -3.56252], [2.17612, -1.00532, -2.52047], [2.28632, 1.03102, -2.02630], [1.97410, -1.38542, -1.24493], [1.52036, -0.65937, -0.34131], [2.57130, -2.97057, -3.08970], [2.24213, -2.43971, -1.02672], [3.24008, 0.50570, -3.47390], [3.25208, -1.71215, -4.17101], [-0.58440, 0.16199, -1.92650], [-1.71603, -0.15915, -2.64409], [-1.24658, -2.68210, -2.75729], [-2.14655, -1.63323, -2.61159], [-0.17687, -2.45685, -2.81514], [-1.71148, -4.00288, -2.86022], [-2.55599, 0.41371, -2.22914], [-3.51308, -1.90562, -2.50792], [-0.99069, -4.81963, -2.99061], [-3.08559, -4.27132, -2.81084], [-3.98759, -3.21514, -2.62682], [-4.19105, -1.06119, -2.35675], [-3.44595, -5.29932, -2.94582], [-5.06390, -3.40934, -2.57679], [1.33493, 5.34040, -0.49193], [0.40699, 4.52792, -2.21321], [3.03157, 4.57397, -0.16379], [0.22032, 5.08179, 1.00723], [1.47916, 7.20691, -0.78958], [3.03201, 3.48619, -0.31808], [3.28770, 4.76285, 0.89036], [3.81811, 5.02299, -0.78397], [2.27982, 7.47913, -1.48919], [1.69255, 7.71290, 0.16238], [0.54493, 7.62541, -1.18170], [0.00584, 4.01251, 1.14572], [-0.72912, 5.61830, 0.88189], [0.71739, 5.46273, 1.91248], [0.30227, -0.09579, 6.46431], [-0.22402, -0.25127, 5.12590], [0.53515, 0.04222, 4.05199], [-0.26330, 0.04795, 2.92176], [0.25027, 0.12188, 1.77517], [-1.59885, -0.09250, 3.40364], [-1.52340, -0.30840, 4.75726], [-2.61212, -0.63013, 5.70557], [1.95258, 0.16849, 4.07341], [2.73907, -0.72173, 4.80706], [4.12175, -0.54958, 4.83124], [4.72469, 0.49833, 4.12117], [3.93551, 1.34228, 3.32108], [2.55607, 1.15673, 3.27588], [1.01477, -0.89351, 6.70598], [-0.53418, -0.16515, 7.16623], [0.80754, 0.87239, 6.60398], [-2.46110, -0.00607, 2.76403], [-2.37238, -1.50474, 6.32480], [-2.85981, 0.21389, 6.36439], [-3.51073, -0.86338, 5.11824], [2.26902, -1.52991, 5.35820], [4.73161, -1.24214, 5.41311], [5.80535, 0.64953, 4.16621], [4.39042, 2.13920, 2.71850], [1.93885, 1.75557, 2.60919]],
  "forces_ev_per_angstrom": [[0.07, 0.26, 0.06], [0.18, -0.87, -0.31], [-0.14, 0.08, 0.30], [-0.23, -0.11, -0.22], [0.27, -0.17, -0.02], [-0.08, 0.27, 0.29], [0.09, -0.06, -0.43], [-0.02, 0.35, 0.01], [-0.10, -0.36, -0.05], [0.21, 0.05, 0.03], [-0.14, 0.15, -0.07], [0.03, -0.47, -1.11], [-0.13, 0.13, 0.36], [0.15, 0.50, -0.03], [0.81, 0.51, -0.34], [-1.32, -1.35, 0.52], [0.13, 0.04, -0.22], [-0.19, 0.04, -0.07], [0.05, 0.18, 0.12], [0.17, -0.30, 0.09], [-0.14, -0.13, 0.00], [-0.06, 0.12, 0.16], [0.08, 0.04, -0.09], [0.10, -0.18, 0.01], [-0.05, 0.12, -0.15], [0.05, 0.24, 0.18], [0.17, -0.06, 0.39], [0.21, 0.11, 0.26], [-0.40, 0.28, -0.17], [0.12, -0.11, 0.16], [0.33, -0.42, 0.52], [-0.11, -0.21, -0.36], [-0.74, 0.88, -0.04], [0.89, -1.02, -0.87], [-0.05, 0.17, -0.24], [-0.17, 0.24, -0.21], [-0.14, -0.04, 0.23], [-0.08, -0.12, 0.10], [0.89, -0.41, 1.03], [-0.28, 0.43, 0.26], [-0.02, -0.50, -0.04], [-0.08, 0.65, -0.18], [-0.43, -0.08, 0.07], [0.06, 0.24, 0.11], [-0.30, -0.12, 0.03], [0.09, -0.31, -0.13], [-0.34, 0.29, 0.01], [0.08, 0.06, -0.12], [0.07, -0.03, 0.09], [0.10, -0.32, -0.09], [0.12, 0.47, 0.13], [0.39, 0.02, -0.03], [-0.21, 0.04, 0.22], [0.39, 0.52, 0.34], [0.02, 0.05, -0.18], [-0.07, -0.06, -0.16], [0.12, -0.09, -0.03], [-0.04, 0.42, 0.03], [-0.07, -0.01, -0.21], [-0.17, -0.05, 0.08], [-0.14, -0.16, 0.09], [-0.02, -0.12, -0.12], [0.10, -0.16, 0.09], [0.03, 0.48, -0.03], [0.17, -0.07, 0.03], [-0.07, -0.01, -0.22], [0.00, -0.05, 0.52], [-0.19, -0.23, 1.61], [0.59, 0.13, -1.54], [0.24, 0.28, -0.53], [-0.51, 0.06, 1.12], [0.10, -0.14, -0.19], [0.25, 0.12, -0.76], [-0.59, -0.01, 0.21], [0.55, -0.04, -0.30], [0.06, 0.31, -0.15], [0.19, 0.28, -0.08], [-0.34, -0.01, -0.13], [0.08, -0.39, 0.20], [-0.22, -0.03, 0.24], [-0.27, 0.28, 0.03], [0.17, 0.08, -0.21], [-0.22, -0.26, -0.17], [-0.06, -0.18, 0.11], [-0.03, 0.24, -0.14], [0.12, -0.20, -0.11], [0.26, 0.07, 0.25], [0.21, 0.03, -0.19], [-0.14, 0.23, -0.16], [-0.35, -0.12, 0.00], [-0.21, -0.43, 0.30], [0.10, -0.03, 0.17]],
  "lowdin_charge": [-0.04, -0.22, 0.06, 0.04, 0.10, -0.12, -0.10, 0.10, 0.06, 0.08, 0.07, -0.75, 0.34, 0.47, -0.23, -0.01, -0.14, -0.01, -0.03, 0.12, 0.09, 0.09, 0.09, 0.10, 0.09, 0.08, 0.10, 0.09, -0.02, -0.05, -0.16, 0.05, -0.23, -0.02, 0.09, 0.15, 0.09, 0.09, -0.19, -0.38, -0.04, -0.18, 0.10, -0.09, 0.09, -0.03, 0.10, -0.12, -0.09, 0.12, 0.10, 0.10, 0.13, 0.28, -0.24, -0.24, -0.23, -0.03, 0.03, 0.02, 0.02, 0.03, 0.02, -0.04, 0.03, 0.03, 0.01, -0.07, 0.06, -0.32, -0.04, 0.06, -0.25, -0.02, -0.16, -0.04, -0.08, -0.08, -0.06, 0.01, 0.08, 0.09, 0.11, 0.07, 0.09, 0.09, 0.09, 0.10, 0.10, 0.10, 0.11, 0.09],
  "e_homo_ev": -7.91,
  "e_tot_ha": -3642.84704,
  "multiplicity": 1
}